[1]
Here is a 3-piece molecular cluster, C39H24O8S overall at a distorted geometry from the Open Molecules 2025 dataset. Energies are from wB97M-V/def2-TZVPD.

CARTESIAN COORDINATES (ANGSTROEM)
C 4.523 -7.884 3.587
S 4.708 -6.481 2.495
O 6.040 -5.963 2.702
O 4.512 -6.816 1.118
C 3.582 -5.225 3.125
C 4.177 -4.179 3.782
C 3.438 -3.178 4.336
C 2.072 -3.239 4.208
C 1.458 -4.261 3.561
C 2.211 -5.304 2.994
C 1.432 -6.438 2.343
O 1.787 -7.127 1.414
C 0.049 -6.663 2.934
C -0.649 -5.676 3.469
C -0.057 -4.290 3.469
O -0.731 -3.285 3.429
H 4.630 -7.489 4.600
H 3.502 -8.266 3.511
H 5.284 -8.630 3.375
H 5.257 -4.189 3.866
H 3.929 -2.379 4.874
H 1.479 -2.452 4.664
H -0.316 -7.684 2.894
H -1.615 -5.893 3.910
C -0.137 -4.356 -0.327
C -1.517 -4.524 -0.278
C -2.353 -3.629 -0.924
C -1.813 -2.554 -1.618
C -0.430 -2.373 -1.653
C 0.405 -3.283 -1.016
C 0.167 -1.202 -2.353
O 1.370 -1.046 -2.387
C -0.747 -0.223 -3.001
C -0.215 0.906 -3.611
C -1.052 1.820 -4.229
C -2.426 1.605 -4.248
C -2.963 0.485 -3.638
C -2.128 -0.428 -3.004
C -2.723 -1.610 -2.323
O -3.923 -1.798 -2.337
H 0.506 -5.058 0.177
H -1.941 -5.359 0.266
H -3.425 -3.763 -0.888
H 1.478 -3.150 -1.056
H 0.854 1.072 -3.599
H -0.635 2.701 -4.698
H -3.077 2.318 -4.737
H -4.032 0.320 -3.649
C 1.659 5.550 0.859
C 1.291 4.434 0.115
C 0.240 4.513 -0.783
C -0.455 5.707 -0.932
C -0.101 6.821 -0.168
C 0.965 6.741 0.719
C -0.864 8.094 -0.280
O -0.554 9.065 0.380
C -2.022 8.147 -1.215
C -2.782 9.307 -1.293
C -3.854 9.375 -2.168
C -4.166 8.286 -2.975
C -3.415 7.125 -2.897
C -2.348 7.048 -2.012
C -1.570 5.782 -1.914
O -1.840 4.828 -2.614
H 2.487 5.488 1.554
H 1.827 3.501 0.235
H -0.044 3.647 -1.366
H 1.248 7.607 1.301
H -2.537 10.155 -0.668
H -4.448 10.278 -2.223
H -5.000 8.343 -3.663
H -3.661 6.276 -3.521

Computed properties:
SMILES   CS(=O)(=O)c1cccc2c1C(=O)C=CC2=O.O=C1c2ccccc2C(=O)c2ccccc21.O=C1c2ccccc2C(=O)c2ccccc21
Total charge   0
Frontier orbital gap   0.3008 Ha

[2]
Here is a 4-piece molecular cluster, H8O4 overall at a distorted geometry from the Open Molecules 2025 dataset. Energies are from wB97M-V/def2-TZVPD.

CARTESIAN COORDINATES (ANGSTROEM)
O -1.475 1.196 0.636
H -2.385 0.876 0.879
H -0.768 0.933 1.365
H -0.883 0.366 -1.210
O -0.596 -0.018 -2.104
H -0.454 0.598 -2.765
O 0.983 0.497 1.659
H 1.059 -0.311 1.115
H 1.363 0.172 2.428
O 0.895 -1.317 -0.268
H 1.629 -1.808 -0.576
H 0.631 -1.184 -1.159

Computed properties:
SMILES   O.O.O.O
Energy above the lowest of the compared OMol25 structures with the same formula, charge and spin   23.7 kcal/mol
Total charge   0
Frontier orbital gap   0.4361 Ha

[3]
Here is C41H49KN9O7PS2 as an isolated structure at a distorted geometry from the Open Molecules 2025 dataset. Energies are from wB97M-V/def2-TZVPD.

CARTESIAN COORDINATES (ANGSTROEM)
K -1.455 0.113 0.417
C 0.588 -1.022 6.256
C -0.536 -1.789 5.987
C -1.424 -1.402 5.007
C -1.214 -0.216 4.280
C -0.083 0.562 4.578
C 0.809 0.148 5.540
N -2.125 0.275 3.392
N -2.766 -0.539 2.644
C -3.843 -0.046 1.977
C -4.686 0.874 2.628
C -5.769 1.422 1.980
C -6.056 1.032 0.681
C -5.291 0.032 0.092
C -4.134 -0.483 0.662
H 1.295 -1.335 7.012
H -0.713 -2.703 6.545
H -2.311 -1.986 4.790
H 0.095 1.463 4.013
H 1.690 0.745 5.732
H -4.505 1.077 3.679
H -6.399 2.143 2.489
H -6.869 1.504 0.137
H -5.590 -0.326 -0.890
O 6.208 -0.535 -1.253
C 5.777 0.404 -0.568
O 6.376 1.183 0.178
C 4.223 0.603 -0.662
C 3.496 -0.092 -1.622
C 2.121 0.033 -1.634
N 1.430 0.735 -0.744
C 2.118 1.406 0.180
C 3.510 1.392 0.231
C 1.377 2.086 1.292
O 1.777 1.942 2.431
O 0.303 2.813 1.083
H 4.018 -0.733 -2.318
H 1.525 -0.502 -2.359
H 4.031 1.968 0.978
S -1.382 1.320 -4.372
C -0.208 2.428 -4.119
N 0.984 2.174 -3.590
C 1.951 3.230 -3.426
C 1.395 4.487 -4.095
S -0.313 4.114 -4.624
H 1.129 1.314 -3.074
H 2.895 2.924 -3.890
H 2.144 3.430 -2.361
H 1.956 4.776 -4.983
H 1.355 5.322 -3.400
O -0.304 8.518 -1.092
C 0.299 7.410 -1.717
N 1.212 6.721 -0.853
C 1.143 5.318 -0.657
O 2.186 4.676 -0.851
C -0.089 4.755 -0.256
C -1.191 5.443 0.234
C -2.376 4.782 0.459
C -2.474 3.447 0.031
N -1.490 2.714 -0.395
C -0.180 3.259 -0.239
H -0.702 8.193 -0.272
H 0.808 7.832 -2.595
H -0.472 6.705 -2.064
H 2.179 7.000 -0.964
H -1.116 6.504 0.439
H -3.245 5.294 0.848
H -3.451 2.976 -0.012
H 0.483 2.823 -0.987
O -1.022 -2.019 -0.047
P -0.091 -3.075 -0.447
N 1.124 -3.545 0.612
C 2.450 -2.922 0.583
C 2.782 -2.555 2.032
C 1.415 -2.468 2.701
C 0.643 -3.573 1.992
N 0.671 -2.689 -1.889
C 1.571 -3.652 -2.506
C 1.575 -3.321 -4.009
C 0.516 -2.228 -4.193
C -0.296 -2.273 -2.904
N -0.884 -4.541 -0.755
C -2.324 -4.557 -0.866
C -2.818 -5.396 0.320
C -1.618 -6.279 0.694
C -0.498 -5.844 -0.272
H 2.452 -2.037 -0.056
H 3.177 -3.643 0.190
H 3.346 -1.628 2.093
H 3.372 -3.354 2.485
H 0.948 -1.504 2.494
H 1.464 -2.613 3.778
H -0.437 -3.413 2.019
H 0.879 -4.555 2.426
H 1.226 -4.683 -2.337
H 2.564 -3.539 -2.067
H 1.329 -4.209 -4.591
H 2.554 -2.968 -4.326
H -0.118 -2.398 -5.061
H 0.990 -1.254 -4.313
H -1.115 -2.999 -2.997
H -0.730 -1.309 -2.643
H -2.599 -5.044 -1.813
H -2.707 -3.538 -0.849
H -3.692 -5.987 0.048
H -3.085 -4.735 1.141
H -1.839 -7.340 0.576
H -1.321 -6.099 1.725
H -0.458 -6.544 -1.122
H 0.484 -5.806 0.197

Computed properties:
Total charge   -2
Frontier orbital gap   0.2135 Ha

[4]
Here is a 10-piece molecular cluster, C27H60N3O15 overall at a distorted geometry from the Open Molecules 2025 dataset. Energies are from wB97M-V/def2-TZVPD.

CARTESIAN COORDINATES (ANGSTROEM)
C 31.920 27.422 20.349
C 32.949 27.936 21.306
O 33.251 27.133 22.225
N 33.688 29.255 21.173
H 33.940 29.526 22.184
H 34.776 28.959 20.766
C 32.948 30.343 20.554
H 30.817 27.313 20.722
H 32.137 26.321 20.281
H 31.899 28.168 19.666
H 33.448 31.286 20.911
H 31.765 30.331 20.821
H 33.064 30.418 19.599
N 35.317 30.119 16.304
O 34.245 30.028 16.986
O 35.287 30.700 15.219
O 36.314 29.535 16.676
N 29.637 30.084 18.079
O 28.980 30.242 19.169
O 29.422 30.946 17.123
O 30.558 29.256 17.954
C 32.800 23.410 20.538
C 33.042 22.073 21.091
C 34.525 21.973 21.645
O 32.178 21.843 22.150
H 32.062 23.340 19.746
H 33.670 23.747 19.798
H 32.369 24.124 21.281
H 32.895 21.179 20.363
H 35.020 22.724 22.246
H 35.261 21.746 20.956
H 34.525 21.066 22.347
H 31.888 20.912 22.019
C 31.667 35.228 22.201
C 32.472 34.385 21.178
C 33.920 33.968 21.638
O 31.785 33.146 20.909
H 32.128 36.207 22.597
H 31.215 34.641 23.064
H 30.743 35.480 21.601
H 32.556 34.933 20.216
H 34.390 33.372 20.851
H 33.947 33.471 22.570
H 34.227 34.984 21.649
H 31.151 33.257 20.188
C 30.562 24.135 23.867
C 31.786 24.473 24.543
C 31.671 25.093 25.979
O 32.540 23.300 24.507
H 29.898 24.943 23.839
H 29.961 23.565 24.598
H 30.520 23.700 22.991
H 32.246 25.216 24.046
H 31.162 24.597 26.647
H 31.531 26.102 26.107
H 32.644 25.298 26.210
H 32.700 23.154 23.495
C 36.671 27.966 21.481
C 36.803 27.930 19.891
C 36.586 26.550 19.246
O 35.853 28.979 19.430
H 35.732 27.773 22.090
H 36.825 28.960 21.859
H 37.270 27.334 21.847
H 37.830 28.399 19.597
H 35.835 26.081 19.719
H 37.418 25.912 19.552
H 36.402 26.725 18.173
H 35.910 28.969 18.475
C 33.154 30.996 24.661
C 34.573 30.521 24.764
C 34.749 29.000 24.924
O 35.004 30.744 23.347
H 32.388 30.353 24.127
H 32.834 31.881 24.232
H 32.820 31.091 25.780
H 35.194 31.122 25.416
H 34.495 28.992 25.865
H 35.775 28.449 24.820
H 34.033 28.359 24.215
H 35.330 31.582 23.257
C 27.604 27.554 22.861
C 28.220 29.005 22.992
C 28.691 29.160 24.391
O 29.405 29.146 22.077
H 27.573 27.045 21.699
H 26.596 27.480 23.012
H 28.369 26.776 23.449
H 27.578 29.798 22.666
H 29.370 28.428 24.798
H 27.862 29.255 25.125
H 29.130 30.214 24.560
H 28.974 29.208 21.275
C 32.367 25.998 16.552
C 33.548 26.514 15.891
C 33.889 25.843 14.498
O 34.797 26.347 13.848
C 33.126 24.658 14.239
C 32.000 24.228 15.005
C 31.614 24.780 16.198
O 30.705 24.297 16.890
H 32.097 26.683 17.557
H 33.971 27.375 16.379
H 33.364 23.879 13.480
H 31.544 23.270 14.642

Computed properties:
Energy above the lowest of the compared OMol25 structures with the same formula, charge and spin   0.0 kcal/mol
Total charge   -1
Frontier orbital gap   0.1939 Ha

[5]
Here is C28H79ClN7O12 as an isolated structure at a distorted geometry from the Open Molecules 2025 dataset. Energies are from wB97M-V/def2-TZVPD.

CARTESIAN COORDINATES (ANGSTROEM)
Cl 0.590 0.454 0.459
O -0.461 0.470 -0.529
O 0.092 0.263 1.786
O 1.600 -0.539 0.240
O 1.248 1.747 0.501
O 0.939 3.446 2.033
H 0.002 3.485 2.225
H 0.984 3.302 1.088
C -4.573 -0.104 -4.437
C -3.844 1.261 -4.007
C -3.080 1.258 -2.635
O -2.521 2.599 -2.270
C -1.313 2.439 -1.546
N -3.088 1.702 -5.128
H -5.429 -0.145 -3.764
H -3.840 -0.901 -4.313
H -4.967 -0.139 -5.452
H -4.584 2.052 -3.881
H -2.207 0.622 -2.778
H -3.741 0.997 -1.809
H -0.463 2.162 -2.171
H -1.516 1.794 -0.691
H -1.050 3.412 -1.131
H -2.701 0.856 -5.521
H -2.320 2.268 -4.795
C -2.166 -2.017 3.348
C -0.985 -1.284 4.122
C -0.426 -2.134 5.227
O 0.579 -1.393 5.855
C 1.303 -2.050 6.780
N 0.068 -1.125 3.156
H -2.788 -1.278 2.843
H -2.703 -2.703 4.002
H -1.794 -2.641 2.535
H -1.224 -0.352 4.634
H 0.019 -3.037 4.812
H -1.178 -2.376 5.979
H 1.510 -3.069 6.452
H 0.838 -1.958 7.762
H 2.286 -1.621 6.973
H -0.187 -0.408 2.492
H 0.773 -0.630 3.683
C 4.186 1.987 0.953
C 3.188 2.130 2.062
C 3.436 1.201 3.265
O 2.771 1.540 4.482
C 2.984 0.730 5.649
N 3.180 3.482 2.518
H 4.984 1.388 1.392
H 4.608 2.881 0.492
H 3.673 1.454 0.152
H 2.214 1.877 1.642
H 4.499 1.245 3.502
H 3.084 0.186 3.084
H 4.039 0.816 5.911
H 2.615 -0.294 5.603
H 2.421 1.109 6.502
H 3.269 4.057 1.692
H 4.101 3.638 2.901
C -3.884 2.912 1.176
C -2.853 1.869 1.332
C -3.099 0.578 0.409
O -4.291 0.030 0.995
C -4.850 -1.060 0.287
N -1.647 2.567 0.897
H -3.594 3.851 1.647
H -4.814 2.599 1.652
H -4.131 3.009 0.119
H -2.769 1.596 2.384
H -2.322 -0.183 0.483
H -3.229 0.808 -0.648
H -5.229 -0.816 -0.705
H -5.760 -1.273 0.848
H -4.119 -1.866 0.353
H -0.883 1.989 1.219
H -1.666 2.398 -0.098
C 3.325 4.049 -2.884
C 2.980 2.560 -2.501
C 4.221 1.653 -2.168
O 3.934 0.295 -2.354
C 3.212 -0.390 -1.343
N 2.080 2.585 -1.405
H 2.403 4.624 -2.962
H 3.833 4.108 -3.847
H 3.933 4.679 -2.235
H 2.415 2.075 -3.297
H 4.720 1.747 -1.204
H 5.126 1.874 -2.734
H 3.641 -1.388 -1.437
H 2.170 -0.358 -1.661
H 3.433 -0.082 -0.321
H 2.472 3.041 -0.594
H 1.735 1.673 -1.141
C -1.613 -2.206 0.362
C -0.638 -3.320 0.469
C -0.716 -4.136 -0.774
O -1.950 -4.841 -1.017
C -2.092 -5.644 -2.152
N 0.748 -2.845 0.498
H -1.312 -1.365 -0.263
H -1.752 -1.824 1.374
H -2.646 -2.406 0.079
H -0.889 -3.918 1.345
H 0.027 -4.935 -0.772
H -0.432 -3.629 -1.696
H -1.506 -6.546 -1.977
H -1.777 -5.220 -3.105
H -3.136 -5.912 -2.315
H 0.781 -1.943 0.951
H 1.027 -2.617 -0.446
C 0.444 0.658 -3.137
C 0.774 -0.768 -3.421
C 0.041 -1.748 -2.478
O 0.392 -3.140 -2.769
C 1.754 -3.379 -2.426
N 0.479 -0.947 -4.828
H -0.578 0.918 -3.415
H 1.144 1.198 -3.775
H 0.627 0.922 -2.096
H 1.839 -0.782 -3.190
H -1.026 -1.568 -2.610
H 0.198 -1.419 -1.451
H 1.831 -4.395 -2.038
H 2.208 -2.777 -1.638
H 2.453 -3.190 -3.240
H 1.032 -0.260 -5.319
H 0.837 -1.887 -4.923

Computed properties:
Energy above the lowest of the compared OMol25 structures with the same formula, charge and spin   449.0 kcal/mol
Total charge   -1
Frontier orbital gap   0.3038 Ha

[6]
Here is a 5-piece molecular cluster, C23H35ClN4O2P2 overall at a distorted geometry from the Open Molecules 2025 dataset. Energies are from wB97M-V/def2-TZVPD.

CARTESIAN COORDINATES (ANGSTROEM)
C 0.316 4.135 1.203
C -0.359 2.778 1.070
O 0.478 1.729 1.553
C 0.944 0.836 0.565
P 2.640 0.132 0.943
C 3.800 0.940 -0.286
C 3.354 2.269 -0.791
O 3.551 3.323 -0.266
Cl 2.416 2.236 -2.318
P 3.462 0.890 2.771
C 2.742 -0.174 4.075
C 2.926 2.595 3.162
H 0.515 4.369 2.252
H 1.270 4.133 0.665
H -0.330 4.909 0.779
H -0.634 2.611 0.024
H -1.282 2.756 1.661
H 0.933 1.288 -0.429
H 0.284 -0.043 0.518
H 4.727 1.138 0.263
H 4.024 0.242 -1.093
H 2.523 -1.147 3.633
H 1.823 0.268 4.474
H 3.448 -0.310 4.895
H 3.041 3.201 2.260
H 1.875 2.629 3.460
H 3.535 2.998 3.973
N 0.012 -5.139 -0.117
C 0.943 -4.313 0.455
C 0.858 -3.094 -0.163
C -0.162 -3.191 -1.147
C -0.666 -4.463 -1.093
H -0.143 -6.098 0.133
H 1.595 -4.662 1.239
H 1.469 -2.234 0.065
H -0.487 -2.413 -1.816
H -1.443 -4.943 -1.664
N -2.095 0.054 -5.463
C -1.118 -0.157 -4.528
C -0.476 1.034 -4.317
C -1.088 2.000 -5.161
C -2.085 1.367 -5.851
H -2.722 -0.647 -5.809
H -0.967 -1.130 -4.095
H 0.339 1.205 -3.633
H -0.831 3.043 -5.245
H -2.787 1.737 -6.579
N -6.112 1.984 -3.926
C -6.866 2.811 -3.138
C -6.007 3.557 -2.377
C -4.684 3.164 -2.722
C -4.782 2.193 -3.681
H -6.481 1.323 -4.584
H -7.941 2.799 -3.186
H -6.293 4.303 -1.655
H -3.765 3.551 -2.314
H -4.021 1.639 -4.204
N 0.875 -4.354 3.990
C 1.301 -3.516 4.983
C 2.272 -4.168 5.695
C 2.438 -5.451 5.105
C 1.562 -5.535 4.057
H 0.163 -4.132 3.317
H 0.877 -2.533 5.094
H 2.805 -3.771 6.542
H 3.123 -6.222 5.416
H 1.371 -6.331 3.357

Computed properties:
SMILES   CCOCP(CC(=O)Cl)#P(C)C.c1cc[nH]c1.c1cc[nH]c1.c1cc[nH]c1.c1cc[nH]c1
Energy above the lowest of the compared OMol25 structures with the same formula, charge and spin   4.3 kcal/mol
Total charge   0
Frontier orbital gap   0.3220 Ha